(1)
A molecular structure, C30H38ORhS3. Source: the OMol25 dataset; level of theory: ωB97M-V/def2-TZVPD.

Positions of all 73 atoms, in Å:
S  2.120  -1.651  -3.064
H  0.152  -0.141  -3.833
C  -2.602  1.604  0.936
H  -0.975  -4.667  2.270
H  -1.091  -3.003  4.622
H  0.377  -4.348  3.356
H  -3.504  1.484  0.336
H  -3.693  -1.078  -2.834
C  1.087  1.353  -2.571
H  -3.398  -4.506  -1.420
Rh  -0.382  -0.972  -0.316
H  -0.331  -2.887  -2.820
H  0.999  -1.882  3.992
H  1.865  -1.468  0.504
C  -1.314  -2.856  0.171
C  -1.515  -2.483  3.763
C  -3.671  0.138  2.643
C  2.820  1.146  -0.769
H  -0.786  -3.783  0.023
C  -0.513  -2.548  2.599
C  0.391  0.898  -3.654
H  -0.339  1.084  2.315
H  -1.464  -3.839  -3.785
H  0.603  -4.165  1.624
H  -1.002  -4.398  -2.181
H  6.002  2.140  -0.839
H  2.729  -4.007  -2.883
H  -1.587  1.771  3.353
H  -1.051  0.127  3.634
C  -1.223  -2.049  1.341
H  -3.100  -0.239  -0.756
H  2.374  -3.951  -0.289
C  -2.077  -2.216  -0.818
C  -2.516  -0.980  -0.239
S  1.255  3.061  -2.621
H  0.711  -0.704  2.712
H  -4.468  -0.136  1.949
S  3.005  1.250  0.935
C  1.695  -0.911  -1.579
H  -4.480  -3.122  -1.633
H  4.058  1.490  -2.498
C  -2.408  -2.726  -2.199
H  -2.454  -2.975  3.501
C  -1.261  0.857  2.856
C  0.397  3.163  -4.092
C  -1.228  -3.508  -2.773
H  -3.571  -0.661  3.376
H  -1.734  -1.463  4.069
C  4.638  1.737  0.778
H  0.251  4.119  -4.567
C  -2.756  -1.556  -3.123
C  1.526  0.615  -1.330
C  2.420  -3.158  -2.293
C  -2.013  -0.828  1.074
H  1.619  -2.179  2.381
C  5.017  1.828  -0.525
C  1.820  -1.810  -0.525
H  -2.742  2.505  1.534
C  -0.002  1.940  -4.536
H  -3.916  -4.027  -3.040
H  5.221  1.966  1.654
C  -3.625  -3.652  -2.059
H  -0.539  1.781  -5.459
C  3.967  1.484  -1.421
C  2.214  -3.114  -0.953
H  -2.878  -1.920  -4.144
C  -2.362  0.417  1.888
H  -1.745  1.766  0.279
H  -1.972  -0.797  -3.125
C  -0.111  -4.022  2.438
O  0.508  0.732  -0.341
H  -3.980  1.042  3.169
C  0.772  -1.766  2.932

Force components x, y, z for each atom (eV/Å):
S 0.0 -0.2 0.0
H 0.0 0.0 0.0
C 0.0 0.0 0.0
H 0.0 0.0 0.0
H 0.0 0.0 0.0
H 0.0 0.0 0.0
H 0.0 0.0 0.0
H 0.0 0.0 0.0
C 0.1 0.0 0.1
H 0.0 0.0 0.0
Rh -0.1 -0.6 0.2
H 0.0 0.0 0.0
H 0.0 0.0 0.0
H 0.1 -0.1 0.0
C 0.1 -0.4 -0.3
C 0.0 0.0 0.0
C 0.0 0.0 0.0
C -0.1 0.0 0.0
H 0.0 0.0 0.1
C 0.0 0.1 0.0
C -0.1 0.0 0.0
H 0.0 0.0 0.0
H 0.0 0.0 0.0
H 0.0 0.0 0.0
H 0.0 0.0 0.0
H 0.0 0.0 0.0
H 0.0 0.0 0.0
H 0.0 0.0 0.0
H 0.0 0.1 -0.1
C 0.0 0.2 0.2
H 0.0 0.0 0.0
H 0.0 0.0 0.0
C 0.0 0.0 -0.2
C 0.0 0.2 -0.1
S 0.0 0.0 0.0
H 0.0 0.0 0.0
H 0.0 0.0 0.0
S 0.0 0.0 0.0
C -0.1 0.4 0.4
H 0.0 0.0 0.0
H 0.0 0.0 0.0
C 0.0 0.0 0.0
H 0.0 0.0 0.0
C 0.0 0.0 0.0
C 0.0 0.0 0.0
C 0.0 0.0 0.0
H 0.0 0.0 0.0
H 0.0 -0.2 0.0
C 0.0 0.0 0.0
H 0.0 0.0 0.0
C 0.0 0.0 0.0
C 0.1 -0.1 -0.1
C 0.0 0.0 0.0
C 0.1 0.2 0.3
H 0.0 0.0 0.0
C 0.0 0.0 0.0
C 0.1 0.2 -0.1
H 0.0 0.0 0.0
C 0.0 0.0 0.0
H 0.0 0.0 0.0
H 0.0 0.0 0.0
C 0.0 0.0 0.0
H 0.0 0.0 0.0
C 0.0 0.0 0.0
C 0.0 0.1 -0.1
H 0.0 0.0 0.0
C 0.0 0.0 0.0
H 0.0 0.0 0.0
H 0.0 0.0 0.0
C 0.0 0.0 0.0
O 0.0 -0.1 -0.3
H 0.0 0.0 0.0
C 0.0 0.0 0.0

As for the net charge: +1. The spin multiplicity is 1. The calculation puts the highest occupied orbital energy (spin up / spin down) at -0.4078 / -0.4078 Ha. The frontier orbital gap (spin up / spin down) is 0.2485 / 0.2485 Eh.


(2)
9 unconnected molecules or ions with the total composition C33H59FO27. Source: the OMol25 dataset; level of theory: ωB97M-V/def2-TZVPD.

Positions of all 120 atoms, in Å:
O  -1.013  -5.102  0.808
C  2.530  -3.583  -0.989
C  1.903  -0.556  0.572
H  -1.214  4.881  0.065
O  -4.274  -3.461  0.093
H  -3.017  -1.550  1.183
O  -3.437  3.000  2.470
H  4.961  8.187  -3.990
H  -1.549  -1.429  6.838
H  3.126  2.546  2.748
C  1.138  1.463  -0.139
H  -4.695  -5.602  3.639
F  -0.357  -1.145  0.976
O  2.093  -3.747  -2.225
H  0.422  -1.374  -0.837
H  5.702  1.605  -1.674
C  -1.147  -0.740  6.091
C  0.483  0.403  -5.198
C  -2.772  -2.885  -1.646
O  -5.788  -5.119  0.029
H  -1.612  -4.078  3.750
C  0.602  -4.038  -4.048
O  1.862  -3.613  -0.004
O  2.160  0.836  0.406
H  0.105  -3.588  1.663
C  -2.363  -0.635  4.091
H  -0.449  -0.054  -5.523
O  0.141  0.610  -0.450
H  -4.543  -4.043  -1.851
H  -5.935  3.537  3.100
H  -5.163  -2.282  2.626
H  -4.876  -2.329  -1.539
H  3.353  8.349  -3.366
H  4.484  9.257  -1.147
O  -1.750  -5.912  2.703
C  4.385  8.154  -3.062
O  3.871  4.864  -2.189
H  5.934  9.254  -2.113
O  4.579  1.182  2.106
H  2.049  -0.792  1.625
O  -1.422  -1.240  4.806
H  5.591  -2.951  -2.034
C  -4.208  -3.158  -1.309
H  -1.652  0.206  6.305
C  -7.433  3.920  1.622
O  3.958  5.729  -4.252
H  -7.524  4.880  2.128
H  1.112  0.491  -6.087
H  0.626  -5.084  -4.362
C  0.501  -0.704  0.019
O  4.471  -1.021  2.703
H  -6.051  2.251  1.864
O  3.843  -3.340  -0.980
H  4.254  1.893  3.989
H  -1.314  4.816  1.858
C  0.726  -3.942  -2.537
H  1.436  -3.528  -4.526
H  4.721  0.273  -1.159
H  4.403  1.838  -0.499
H  0.356  -4.825  -2.016
C  -3.466  -0.979  1.995
H  -0.398  1.678  -3.630
O  -1.810  -7.209  0.879
O  -2.698  -1.459  3.104
H  -0.342  -3.666  -4.444
C  3.194  3.711  -2.607
H  0.188  -3.035  -2.235
H  -5.102  -0.744  3.281
H  -7.515  4.068  0.547
O  -2.842  0.440  4.279
O  -5.065  3.933  1.269
H  -1.552  -3.195  1.539
C  6.227  0.794  0.262
H  -2.149  -3.756  -1.438
C  -3.791  3.745  1.574
H  -1.223  3.311  0.845
C  0.447  1.651  -4.322
C  4.929  -0.107  2.105
O  1.069  2.657  -0.207
H  -0.120  -4.952  3.614
H  4.479  -4.123  -2.817
C  -4.979  -4.438  0.625
C  -1.578  -6.164  1.403
H  3.748  3.163  -3.376
C  1.840  0.132  -3.395
C  -1.590  4.332  0.924
C  -0.886  -4.039  1.712
O  -3.005  4.372  0.742
C  4.103  5.821  -3.054
H  -0.097  -0.524  6.277
H  4.544  10.252  -2.581
O  5.858  -0.239  1.142
C  4.551  -3.237  -2.190
C  5.217  1.179  -0.795
H  -4.352  -6.591  2.297
H  -2.299  -2.093  -1.061
C  -1.040  -4.719  3.080
C  -4.938  -1.259  2.328
O  4.554  6.902  -2.432
H  -6.039  -5.928  2.507
O  1.079  -0.529  -4.281
O  -4.508  -4.625  1.853
O  1.602  1.448  -3.520
H  7.147  0.553  -0.276
H  0.466  2.585  -4.877
H  -2.772  -2.650  -2.714
H  2.659  -1.122  0.031
C  -6.093  3.326  2.043
H  -8.230  3.255  1.952
O  2.631  -0.351  -2.649
C  3.667  1.674  3.097
H  3.127  2.934  -1.848
H  4.196  -2.367  -2.758
H  2.954  0.914  3.420
C  -4.973  -5.741  2.593
H  2.177  3.916  -2.933
C  4.843  9.287  -2.177
H  6.593  1.638  0.859
H  -3.314  0.065  1.712
H  -5.644  -0.871  1.596

Force components x, y, z for each atom (eV/Å):
O -0.2 -0.1 -1.2
C 0.4 0.1 -0.8
C 0.7 0.1 -0.1
H 0.1 0.1 0.2
O 0.7 1.3 0.4
H -0.6 -0.2 -0.2
O 0.1 0.7 -0.4
H 0.0 -0.2 0.0
H 0.3 -0.2 -0.1
H 0.3 0.0 -0.4
C -0.3 1.3 1.1
H -0.2 0.5 -0.1
F -0.3 0.5 0.0
O 0.8 -0.2 -1.0
H 0.0 0.0 0.2
H 0.2 0.1 0.2
C -0.6 1.0 1.4
C -0.2 -0.3 0.2
C 0.3 0.0 -0.1
O 0.2 0.5 0.8
H -0.4 -0.3 0.0
C 0.2 -1.0 -0.3
O -0.5 0.1 0.9
O 0.8 -0.1 0.2
H 0.1 -0.4 -0.4
C -0.5 0.1 -0.6
H -0.2 0.4 0.2
O 0.0 -1.1 0.3
H -0.2 0.1 -0.1
H 0.2 -0.2 0.0
H 0.3 -0.3 -0.7
H 0.0 0.1 0.1
H -0.2 -0.6 0.2
H -0.3 -0.3 -0.1
O -0.1 -0.1 1.2
C -0.2 1.0 -1.1
O 0.2 0.0 1.7
H 0.0 0.2 0.0
O -0.8 0.8 0.7
H -0.5 -0.1 0.0
O 0.6 -0.5 0.0
H 0.0 -0.6 0.8
C -0.5 -1.0 0.4
H -0.1 0.0 -0.5
C 0.5 0.0 0.3
O -0.3 0.1 0.2
H -0.3 0.1 -0.2
H 0.2 0.2 0.2
H 0.2 0.0 0.0
C 0.0 -0.2 -0.7
O -0.2 -0.4 0.9
H 0.0 -0.1 0.2
O 0.0 -0.2 1.0
H 0.0 0.4 0.0
H 0.1 -0.2 0.0
C -0.8 0.7 0.0
H -0.1 0.2 0.0
H 0.1 -0.1 0.0
H 0.3 0.1 0.4
H -0.1 0.2 0.1
C -0.6 -0.7 -0.4
H -0.2 -0.1 -0.2
O -0.3 0.3 -0.2
O 0.8 -0.2 -0.1
H 0.0 0.3 0.3
C -0.1 -1.6 -1.1
H -0.1 -0.3 0.4
H -0.2 0.5 -0.2
H 0.1 -0.1 0.0
O -0.1 0.6 0.4
O -0.2 1.3 -1.1
H -0.6 -0.6 -0.1
C 1.0 2.0 -0.2
H -0.2 -0.2 -0.3
C 0.0 -2.3 1.8
H 0.0 0.0 0.3
C -0.8 -0.3 -0.3
C 0.4 1.4 -2.1
O -0.1 -0.4 -0.7
H 0.2 -0.3 -0.4
H 0.0 -0.1 0.2
C -0.2 -1.6 -1.4
C 0.6 -0.3 0.1
H -0.1 0.6 -0.4
C -0.2 0.5 -0.8
C -0.1 -0.2 -0.3
C 1.4 1.0 1.4
O -0.4 1.0 -0.9
C 0.0 0.0 -1.7
H 0.2 -0.5 -0.4
H 0.0 -0.1 -0.2
O 0.3 -1.9 0.1
C 0.3 1.2 -1.5
C -0.7 -0.5 -0.3
H -0.5 -0.2 -0.2
H -0.4 0.3 -0.1
C -0.8 0.7 -0.4
C 0.4 0.5 0.8
O -0.1 -0.1 1.3
H 0.0 0.1 -0.3
O 0.2 -0.8 -0.1
O -0.3 0.8 0.3
O 0.6 0.6 0.4
H -0.1 -1.1 0.3
H 0.4 0.0 0.1
H 0.4 0.1 0.0
H -0.2 0.0 -0.2
C -0.2 -0.3 0.0
H -0.1 0.1 0.0
O -0.1 -0.2 0.4
C 0.2 -0.8 0.9
H 0.1 0.8 0.7
H -0.4 -0.3 0.0
H 0.0 -0.1 -0.4
C 0.7 -0.9 0.4
H 0.1 0.2 -0.1
C 0.8 -0.2 0.6
H -0.5 0.2 0.0
H 0.2 0.2 0.8
H 0.0 -0.1 -0.1

Its SMILES is O=C1OC[C@@H](F)O1.CCOC(=O)OC.CCOC(=O)OC.CCOC(=O)OC.CCOC(=O)OC.CCOC(=O)OC.CCOC(=O)OC.O=C1OCCO1.O=C1OCCO1. As for the net charge: 0. The spin multiplicity is 1. The calculation puts the highest occupied orbital energy at -0.3784 Ha. The frontier orbital gap is 0.3821 Eh.


no.,largest force on an atom (eV Å⁻¹)
1,0.62
2,2.93